[1]
Computed, not measured: C34H34LaN5O5 as an isolated structure, with ωB97M-V with the def2-TZVPD basis set.

XYZ file:
```
79
C34H34LaN5O5, DFT ωB97M-V with the def2-TZVPD basis set
La 1.52492 -0.63138 -0.54793
C 3.00733 -0.62341 -4.81860
C 3.22571 -0.59529 -3.34779
O 2.20832 -0.18553 -2.63154
C 4.42159 -0.98736 -2.81128
C 4.77942 -1.08063 -1.39944
C 6.20404 -1.42749 -1.07877
N 3.90937 -0.89060 -0.45664
N 4.40694 -1.05210 0.87902
C 3.50352 -0.84526 1.77454
O 2.23723 -0.49855 1.55484
C 3.90437 -1.02132 3.20412
C 2.90089 -1.19391 4.14830
C 3.21900 -1.37343 5.48981
C 4.54817 -1.36469 5.89145
C 5.55675 -1.17701 4.94723
C 5.23706 -1.00917 3.60836
H 2.15619 -1.26837 -5.04725
H 3.88597 -0.97857 -5.35539
H 2.74648 0.37894 -5.16615
H 5.19560 -1.26744 -3.51185
H 6.75379 -1.63349 -1.99632
H 6.25594 -2.28274 -0.40536
H 6.67889 -0.60043 -0.54538
H 1.87070 -1.18567 3.81670
H 2.42788 -1.51755 6.21816
H 4.80075 -1.49764 6.93692
H 6.59547 -1.16222 5.25732
H 6.00987 -0.87087 2.86208
C -3.77899 1.02491 2.20087
O -3.74177 0.43244 0.88801
C -4.50730 1.09161 -0.03088
C -5.88996 1.13645 0.11076
C -6.68131 1.82648 -0.79632
C -6.07765 2.46654 -1.87524
C -4.70325 2.38015 -2.03815
C -3.89911 1.69978 -1.12491
N -2.49193 1.71971 -1.33007
C -1.59642 0.71537 -1.06355
N -2.10185 -0.51416 -1.26261
C -1.64490 -1.87121 -1.01365
C -0.36920 -2.25213 -0.64273
C -0.16089 -3.62889 -0.50307
C -1.13982 -4.58775 -0.73665
C -2.41414 -4.15942 -1.10301
C -2.65979 -2.80456 -1.22765
O -3.89676 -2.33186 -1.61322
C -5.00622 -2.87091 -0.88429
N -0.34237 0.98393 -0.75905
C 0.04557 2.36241 -0.69835
C 0.75138 2.91321 -1.76347
C 1.11885 4.25741 -1.75317
C 0.76665 5.05569 -0.67413
C 0.05979 4.51392 0.39562
C -0.29124 3.17223 0.39193
O -1.03840 2.69372 1.42784
C -0.43282 1.65334 2.21688
H -4.78695 1.00465 2.61156
H -3.41441 2.05118 2.15472
H -3.13016 0.42796 2.83396
H -6.33728 0.62700 0.95860
H -7.75715 1.85862 -0.66668
H -6.67285 3.01155 -2.59982
H -4.22237 2.84699 -2.89323
H -2.08546 2.61722 -1.53538
H -3.07038 -0.50390 -1.53898
H 0.81983 -3.99442 -0.19599
H -0.92990 -5.64914 -0.63604
H -3.21183 -4.86710 -1.29887
H -5.87692 -2.26422 -1.11400
H -4.80567 -2.83555 0.18662
H -5.20186 -3.89854 -1.18479
H 1.01647 2.26032 -2.58964
H 1.67734 4.66953 -2.58540
H 1.04197 6.10501 -0.65960
H -0.22760 5.11877 1.24890
H -0.97588 1.61303 3.15601
H 0.61522 1.87559 2.41242
H -0.51251 0.69016 1.72871
```

Energy above the lowest of the compared OMol25 structures with the same formula, charge and spin ... 0.00 kJ/mol
Gap between HOMO and LUMO ... 0.2921 Ha
LUMO energy ... 0.0196 hartree

[2]
Computed, not measured: C34H34N5O2RuS2 as an isolated structure, with ωB97M-V with the def2-TZVPD basis set.

XYZ file:
```
78
C34H34N5O2RuS2, DFT ωB97M-V with the def2-TZVPD basis set
Ru 0.50979 -0.44695 -1.36433
C -0.07648 -2.83068 0.77481
C 0.49294 -1.44237 0.70088
N 1.67514 -1.24919 0.11685
N 2.58374 -0.43246 0.57588
C 3.14084 0.45586 -0.16664
S 2.58759 0.83694 -1.77936
S 4.45054 1.38134 0.54022
C 3.72341 3.07555 0.42742
C 3.93012 3.78506 1.73006
C 4.54206 5.03173 1.78661
C 4.70990 5.67736 3.00033
C 4.29065 5.07330 4.17676
C 3.67942 3.82999 4.12846
C 3.49571 3.19525 2.91490
C 0.06361 -0.39944 1.65080
C -0.19786 -0.61214 2.99752
C -0.43105 0.46109 3.84182
C -0.42126 1.76762 3.34965
C -0.18798 2.01094 2.02076
C 0.04148 0.93518 1.13263
O 0.20118 1.15174 -0.12707
H 0.68808 -3.57577 0.56059
H -0.89076 -2.95279 0.05886
H -0.49718 -3.00604 1.76357
H 2.66420 2.93353 0.21157
H 4.19538 3.58646 -0.40882
H 4.88324 5.50329 0.87779
H 5.17490 6.65163 3.03045
H 4.44624 5.56536 5.12681
H 3.34970 3.35207 5.03856
H 3.02294 2.22484 2.88875
H -0.15577 -1.61194 3.40229
H -0.60642 0.28864 4.89133
H -0.57885 2.59844 4.02078
H -0.19558 3.00887 1.60951
C 1.87361 -5.82296 -1.55186
C 2.67159 -4.71343 -1.30641
C 2.25008 -3.45547 -1.69469
C 0.99664 -3.29736 -2.29377
C 0.21857 -4.42173 -2.58890
C 0.66081 -5.67283 -2.20808
N 0.50459 -2.03077 -2.60232
N -0.08530 -1.91698 -3.73480
C -0.54148 -0.68567 -4.01611
C -1.09315 -0.38839 -5.27368
C -1.48143 0.89997 -5.54351
C -1.32259 1.90119 -4.58572
C -0.76975 1.61609 -3.34141
C -0.38724 0.32722 -3.02841
H 2.19830 -6.80701 -1.25151
H 3.62838 -4.82228 -0.81891
H 2.90242 -2.60065 -1.56892
H -0.73384 -4.27979 -3.08244
H 0.05565 -6.54140 -2.41633
H -1.16377 -1.18075 -6.00071
H -1.89152 1.14703 -6.51082
H -1.62836 2.91037 -4.81739
H -0.64734 2.41243 -2.61771
O -1.95393 -1.20306 -0.97993
C -2.98782 -0.54796 -0.89440
C -3.03434 0.91016 -0.53174
C -3.78646 0.99369 0.82735
C -3.78556 -0.29777 1.67916
C -4.85366 -1.35286 1.33323
C -4.56643 -2.10336 0.02267
N -4.22815 -1.11165 -0.98326
H -3.54941 1.48137 -1.30432
H -2.01761 1.29378 -0.45020
H -4.82055 1.30395 0.66030
H -3.30810 1.77833 1.41713
H -3.97343 0.00620 2.71020
H -2.79484 -0.75753 1.65082
H -5.82651 -0.85999 1.26882
H -4.91385 -2.07461 2.14884
H -5.43817 -2.66447 -0.31466
H -3.71927 -2.78295 0.13015
H -4.96037 -0.41039 -1.03673
```

Energy above the lowest of the compared OMol25 structures with the same formula, charge and spin ... 210.01 kJ/mol
Gap between HOMO and LUMO (alpha / beta) ... 0.1710 / 0.1907 Ha
Charge ... +1
LUMO energy (alpha / beta) ... -0.2175 / -0.2057 hartree

[3]
Computed, not measured: C34H35BaN3O6S6Sb2 as an isolated structure, with ωB97M-V with the def2-TZVPD basis set.

XYZ file:
```
87
C34H35BaN3O6S6Sb2, DFT ωB97M-V with the def2-TZVPD basis set
Ba -7.00709 -0.78382 21.35353
O -8.67306 -0.21199 26.05814
C -8.61808 -0.16631 24.74183
O -7.86004 0.47740 24.05323
C -9.68492 -1.10302 24.09056
C -10.49977 -1.91539 24.86796
C -11.37912 -2.79627 24.26471
C -11.43940 -2.89479 22.89453
C -10.55419 -2.06272 22.17241
N -9.67423 -1.29813 22.79672
C -10.41998 -1.93518 20.70275
O -11.13735 -2.69896 20.01762
O -9.61852 -1.02341 20.31043
H -8.00851 0.40573 26.38339
H -10.53619 -1.87897 25.89592
H -12.11724 -3.42831 24.83255
H -12.22858 -3.57138 22.46231
S -6.02574 1.74864 27.40089
C -5.37100 1.11120 25.95277
S -5.12265 -0.61404 25.77733
C -4.89810 -0.66702 24.05898
C -4.68689 0.56819 23.52737
S -4.53864 0.96906 21.82952
S -4.88712 1.97040 24.60923
S -5.08271 -2.22880 23.38119
C -11.71534 -2.70353 14.87973
C -10.31762 -2.50592 15.49505
C -9.17896 -2.47001 14.70685
C -7.92985 -2.20304 15.26014
C -7.85788 -2.05758 16.61856
C -8.96048 -2.16228 17.44475
C -10.19610 -2.36525 16.86669
S -6.42230 -1.40994 17.49586
O -6.67171 -0.00941 17.67174
O -5.27522 -1.66924 16.65462
N -6.41039 -2.02955 18.92127
C -6.47426 -3.37865 19.12361
C -6.20270 -4.36831 18.19074
C -6.38919 -5.69681 18.54982
C -6.58488 -5.96860 19.87613
C -6.78884 -4.95761 20.77455
N -6.77883 -3.69726 20.39871
H -12.60126 -2.43037 15.47631
H -11.74618 -3.80185 14.82735
H -11.80112 -2.28691 13.85943
H -9.13707 -2.46203 13.60985
H -7.12528 -2.09755 14.60772
H -8.94046 -2.02802 18.53422
H -11.10159 -2.44429 17.41318
H -6.10716 -4.17198 17.11134
H -6.37043 -6.45968 17.79629
H -6.60369 -7.01815 20.13017
H -6.89894 -5.13276 21.81274
C -12.37787 0.93098 18.34489
Sb -11.07329 1.44164 19.90799
C -9.31525 1.56555 18.61070
C -11.75698 3.63492 19.38687
C -10.68052 4.65550 19.06116
C -10.44795 4.84873 17.69071
C -9.52572 5.76464 17.27917
C -8.81006 6.47725 18.20851
C -9.07440 6.30513 19.53710
C -10.01327 5.41037 20.01807
C -10.09741 5.17152 21.46236
Sb -8.64780 3.50482 21.94679
C -8.93728 3.91173 24.07081
C -6.82079 4.65453 21.64238
H -13.45272 1.06921 18.60974
H -12.22226 -0.10568 18.08783
H -12.24991 1.59354 17.47980
H -9.62803 2.23172 17.79576
H -8.96294 0.63659 18.24432
H -8.49004 2.04863 19.08966
H -12.33726 3.98033 20.16232
H -12.42762 3.49183 18.54166
H -10.94505 4.16321 17.03902
H -9.29144 5.84502 16.22660
H -7.95759 7.11147 18.00666
H -8.45330 6.82202 20.28789
H -11.05701 4.83322 21.80242
H -9.78506 6.03087 22.03862
H -8.96499 4.99972 24.25484
H -8.19533 3.38433 24.66142
H -9.93933 3.48457 24.39196
H -6.74041 5.46243 22.33473
H -6.78489 5.17020 20.63010
H -5.91844 4.08348 21.71223
```

Energy above the lowest of the compared OMol25 structures with the same formula, charge and spin ... 34.47 kJ/mol
Gap between HOMO and LUMO ... 0.2066 Ha
Charge ... -2
LUMO energy ... 0.1452 hartree

| no. | F_max (eV/Å) |
| --- | --- |
| 1 | 2.2 |
| 2 | 2.8 |
| 3 | 2.6 |